The following is a quantum chemistry calculation of C39H43BClF2N4O2PPbSi as an isolated structure, from OMol25.

Positions of all 95 atoms, in Å:
Pb  0.163  -0.351  -0.284
C  -3.316  -1.301  2.041
C  -3.034  -2.163  0.837
C  -3.986  -3.060  0.369
C  -3.635  -3.903  -0.687
C  -2.368  -3.854  -1.203
C  -1.442  -2.905  -0.692
N  -1.835  -2.063  0.295
N  -0.198  -2.739  -1.113
Si  0.977  -3.880  -1.548
C  2.619  -2.952  -1.779
C  1.181  -5.178  -0.136
C  0.663  -4.971  -3.116
H  -4.178  -0.653  1.870
H  -2.439  -0.702  2.280
H  -3.547  -1.931  2.902
H  -4.973  -3.104  0.809
H  -4.367  -4.601  -1.082
H  -2.053  -4.498  -2.009
H  2.513  -1.958  -1.360
H  2.894  -2.844  -2.823
H  3.441  -3.445  -1.267
H  1.196  -4.668  0.822
H  2.100  -5.751  -0.224
H  0.351  -5.881  -0.114
H  0.475  -4.342  -3.981
H  -0.202  -5.619  -2.983
H  1.517  -5.605  -3.344
C  3.623  4.162  2.136
C  3.704  3.857  0.674
C  4.438  4.700  -0.153
C  4.591  4.438  -1.503
C  4.006  3.309  -2.049
C  3.257  2.476  -1.241
C  3.078  2.739  0.114
P  2.008  1.454  0.906
C  0.894  2.275  2.144
C  0.397  3.473  1.470
C  0.125  4.623  2.109
C  0.555  4.819  3.471
C  1.091  3.809  4.178
C  1.071  2.422  3.720
C  2.123  1.532  4.358
C  3.318  0.350  1.536
C  4.653  0.713  1.634
C  5.641  -0.240  1.805
C  5.296  -1.581  1.824
C  3.974  -1.960  1.715
C  2.949  -1.016  1.591
C  1.553  -1.387  1.460
H  4.356  4.917  2.426
H  3.794  3.263  2.723
H  2.630  4.528  2.385
H  4.894  5.586  0.277
H  5.178  5.108  -2.121
H  4.120  3.081  -3.099
H  2.784  1.599  -1.656
H  0.203  3.372  0.409
H  -0.305  5.462  1.576
H  0.540  5.827  3.876
H  1.571  3.996  5.134
H  1.968  1.469  5.439
H  3.133  1.908  4.182
H  2.055  0.528  3.948
H  4.948  1.749  1.554
H  6.677  0.065  1.884
H  6.073  -2.329  1.920
H  3.713  -3.010  1.721
H  0.964  -0.917  2.243
H  1.409  -2.461  1.523
Cl  2.281  0.816  -5.440
C  0.679  1.187  -4.805
C  0.719  1.289  -3.230
O  0.504  2.401  -2.774
O  0.979  0.207  -2.663
H  0.020  0.379  -5.118
H  0.371  2.137  -5.242
F  -1.498  2.238  3.147
B  -0.212  1.670  3.169
F  -0.367  0.312  3.442
N  -3.877  2.613  0.676
C  -2.941  1.698  0.278
N  -2.104  2.159  -0.587
C  -2.444  3.473  -0.776
C  -1.853  4.450  -1.568
C  -2.440  5.701  -1.574
C  -3.583  5.982  -0.821
C  -4.169  5.029  -0.008
C  -3.577  3.778  0.020
H  -4.538  2.499  1.426
H  -2.930  0.692  0.637
H  -0.964  4.207  -2.130
H  -2.014  6.498  -2.171
H  -4.018  6.973  -0.869
H  -5.042  5.259  0.589

Atomic forces in eV per Å
Pb -0.51 -0.19 -0.31
C 0.04 -0.06 -0.05
C -0.49 -0.21 0.06
C -0.19 0.00 -0.03
C -0.05 0.01 0.16
C -0.04 -0.03 -0.09
C 0.00 -0.15 -0.12
N -0.07 -0.06 0.54
N 0.58 -0.08 -0.42
Si 0.39 -0.51 0.03
C -0.53 -0.37 0.00
C -0.11 0.49 -0.44
C -0.03 0.51 0.50
H -0.04 0.03 0.04
H -0.01 0.07 0.10
H 0.02 0.03 0.00
H -0.04 0.01 0.09
H 0.06 -0.03 -0.01
H 0.00 -0.08 -0.13
H 0.08 0.23 0.09
H -0.02 0.06 -0.23
H 0.12 -0.11 0.13
H 0.03 0.14 0.22
H 0.20 -0.10 -0.11
H -0.20 -0.10 -0.05
H -0.03 0.16 -0.20
H -0.13 -0.09 0.07
H 0.21 -0.07 0.05
C -0.10 0.03 -0.07
C 0.06 0.11 0.09
C 0.06 0.09 0.05
C 0.05 0.02 -0.12
C 0.17 0.05 -0.18
C -0.05 0.02 0.07
C -0.23 -0.14 -0.10
P 0.76 0.78 0.47
C 0.59 -0.56 -0.63
C -0.41 0.20 0.07
C -0.04 0.02 -0.41
C 0.04 0.12 0.66
C -0.44 0.22 0.06
C 0.09 -0.15 0.27
C -0.19 0.10 -0.20
C -0.24 -0.17 -0.09
C 0.06 0.04 0.18
C 0.21 0.12 -0.01
C 0.11 -0.06 0.05
C 0.06 -0.16 0.01
C 0.11 0.30 -0.08
C -0.13 -0.08 -0.01
H 0.03 0.00 -0.02
H -0.01 -0.03 0.13
H 0.06 0.00 0.08
H 0.05 -0.04 0.03
H -0.02 0.02 -0.02
H -0.01 -0.03 -0.08
H -0.09 -0.07 -0.16
H 0.01 0.12 -0.15
H -0.04 -0.01 -0.14
H 0.07 -0.04 0.02
H -0.01 0.11 0.07
H -0.06 0.01 0.04
H 0.12 -0.08 0.03
H 0.11 -0.14 0.08
H -0.04 0.10 -0.03
H 0.04 0.00 -0.01
H 0.02 -0.12 0.01
H -0.06 -0.10 0.01
H -0.21 0.08 0.16
H -0.14 -0.17 -0.14
Cl 0.74 -0.17 -0.35
C -0.65 0.20 0.65
C -0.02 -0.10 -1.43
O -0.21 0.76 0.54
O 0.35 -0.73 0.51
H -0.01 0.04 0.05
H 0.01 -0.12 0.11
F 0.06 0.21 0.00
B -0.25 0.32 0.13
F 0.26 -0.51 -0.05
N -0.21 -0.11 0.21
C -0.01 0.02 -0.06
N 0.55 -0.41 -0.23
C -0.70 0.39 0.42
C -0.02 -0.02 0.03
C 0.09 0.11 -0.12
C -0.13 0.14 0.07
C -0.13 0.07 0.17
C 0.39 0.25 -0.51
H 0.16 -0.02 -0.07
H -0.03 -0.26 0.20
H 0.12 -0.06 -0.13
H 0.07 -0.04 -0.04
H 0.02 0.01 0.02
H -0.04 0.04 0.01

Calculated values
2S+1 = 1
largest force on an atom = 1.44 eV Å⁻¹
orbital gap = 5.956 eV
DFT total energy = -92250.92190 eV
total charge = -2
HOMO energy = -1.51 eV
ΔE to the lowest compared entry with this formula, charge and spin = 0.732 eV

Atom charges from the Löwdin analysis, given in e for atoms 1 to 2: atom 1 (Pb): 1.331, atom 2 (C): -0.046



The following is a quantum chemistry calculation of a 3-piece molecular cluster, C39H43BF6N2O4S overall, from OMol25.

Positions of all 96 atoms, in Å:
C  -3.038  4.850  -2.139
C  -2.090  3.701  -2.132
C  -1.721  2.933  -3.249
C  -0.657  2.048  -2.982
C  0.084  2.259  -1.736
B  -2.334  -2.222  -0.543
C  1.422  2.869  -1.958
C  1.996  3.907  -1.187
C  3.311  4.321  -1.397
C  4.015  5.227  -0.421
F  4.933  6.058  -1.006
F  3.153  6.006  0.297
F  4.723  4.465  0.487
C  4.060  3.843  -2.468
C  3.465  2.904  -3.297
C  4.110  2.488  -4.596
F  4.012  1.137  -4.800
F  3.485  3.096  -5.664
F  5.433  2.798  -4.666
C  2.217  2.372  -3.013
O  -3.167  -1.405  0.140
C  -3.836  -0.290  -0.545
C  -4.231  -0.675  -1.992
C  -5.411  -1.666  -2.027
C  -4.616  0.618  -2.723
C  -3.054  -1.356  -2.709
O  -2.425  -2.418  -1.870
S  -1.034  3.389  -0.804
H  -3.483  5.013  -3.133
H  -3.866  4.674  -1.439
H  -2.540  5.792  -1.847
H  -2.193  3.036  -4.237
H  -0.364  1.236  -3.653
H  1.404  4.435  -0.445
H  5.074  4.169  -2.643
H  1.820  1.644  -3.720
H  -4.731  -0.076  0.052
H  -3.160  0.595  -0.560
H  -5.699  -1.832  -3.071
H  -5.121  -2.635  -1.587
H  -6.305  -1.250  -1.548
H  -4.908  0.444  -3.770
H  -5.473  1.108  -2.240
H  -3.796  1.353  -2.726
H  -3.427  -1.853  -3.601
H  -2.255  -0.659  -2.962
C  -3.608  -6.260  1.606
C  -2.659  -5.072  1.685
N  -1.478  -5.117  0.788
C  -0.847  -3.877  0.609
C  -0.013  -3.598  -0.505
C  0.194  -2.275  -0.883
C  -0.365  -1.193  -0.155
C  0.013  0.247  -0.504
C  1.065  0.669  0.393
C  1.997  -0.332  0.864
C  2.768  -0.218  1.996
C  2.798  0.989  2.724
N  3.463  1.075  3.931
C  3.442  2.366  4.587
C  4.244  2.391  5.885
O  3.984  1.233  6.692
C  4.405  0.041  6.033
C  3.778  -0.157  4.652
C  2.072  2.068  2.156
C  1.180  1.897  1.104
C  -0.790  -1.551  1.182
C  -0.851  -2.864  1.616
C  -1.489  -6.044  -0.347
C  -2.331  -7.279  -0.067
O  -3.644  -6.911  0.344
H  -3.363  -6.997  2.382
H  -4.634  -5.909  1.747
H  -3.260  -4.182  1.438
H  -2.300  -4.946  2.716
H  0.478  -4.427  -1.010
H  0.869  -2.005  -1.692
H  -0.843  0.772  -0.970
H  2.014  -1.326  0.427
H  3.340  -1.072  2.369
H  3.855  3.116  3.893
H  2.412  2.675  4.853
H  5.324  2.473  5.641
H  3.916  3.249  6.496
H  5.504  0.050  5.931
H  4.109  -0.769  6.712
H  2.883  -0.782  4.818
H  4.478  -0.758  4.060
H  2.172  3.064  2.582
H  0.430  2.676  0.913
H  -0.947  -0.740  1.896
H  -0.812  -3.159  2.680
H  -1.917  -5.547  -1.233
H  -0.473  -6.363  -0.607
H  -2.499  -7.857  -0.982
H  -1.841  -7.915  0.685

Atomic forces in eV per Å
C -0.62 0.21 0.37
C 1.06 -0.46 -1.55
C -0.47 -0.04 1.25
C 0.97 0.20 0.97
C -2.51 3.72 -3.29
B -0.54 2.82 -0.90
C 1.38 -1.05 0.38
C -0.19 -0.16 -0.01
C 0.20 -0.07 -0.41
C 0.32 0.15 0.70
F -0.89 -0.66 0.46
F 0.74 -0.54 -0.52
F -0.63 0.82 -0.66
C -0.14 -0.15 0.15
C -0.07 -0.10 -0.10
C 0.19 -0.33 -0.42
F 0.04 1.02 -0.01
F 0.69 -0.60 0.86
F -0.96 -0.10 -0.02
C -0.19 0.33 -0.19
O -0.57 0.09 0.24
C 0.19 -0.65 -0.50
C -0.19 -0.11 0.15
C 0.09 0.11 0.00
C 0.08 0.34 -0.21
C 0.17 -0.21 1.07
O -0.25 -0.28 -0.42
S 0.64 -0.17 -0.88
H 0.24 -0.26 0.28
H 0.10 0.20 -0.09
H -0.18 -0.42 -0.05
H 0.08 -0.21 0.62
H 0.23 0.68 -0.11
H 0.15 -0.30 0.04
H -0.05 0.12 -0.02
H 0.03 0.08 0.39
H 0.26 0.05 -0.16
H -0.22 -0.66 0.22
H 0.13 -0.11 0.09
H -0.30 0.37 -0.05
H 0.26 -0.18 0.21
H 0.12 -0.13 0.29
H 0.13 -0.22 0.01
H -0.15 -0.30 0.02
H 0.19 -0.09 -0.05
H 0.05 0.06 0.03
C -0.07 -0.65 -0.14
C 0.24 0.61 -0.30
N 0.37 0.08 0.45
C 0.35 -0.64 0.02
C -0.23 -0.14 -0.14
C 0.42 0.41 0.84
C 1.10 -1.04 -0.64
C -1.65 -2.06 0.67
C 0.30 -0.10 1.42
C -0.65 -0.12 -0.20
C 0.13 0.57 0.58
C -0.47 -0.09 -0.97
N 0.72 0.28 0.48
C -0.23 0.03 0.55
C 0.07 -0.36 0.05
O 0.10 0.23 -0.65
C 0.33 0.71 0.19
C -0.43 -0.11 0.14
C 0.21 -0.05 0.49
C -0.20 -0.56 -0.50
C 0.84 0.27 -0.38
C -0.60 -0.43 0.09
C -0.31 0.19 -0.21
C -0.39 0.08 0.04
O 0.56 0.26 0.18
H -0.03 -0.01 -0.06
H 0.22 -0.03 0.30
H 0.29 0.09 0.01
H -0.29 -0.09 -0.24
H -0.47 0.24 -0.31
H -0.30 -0.22 -0.15
H 0.87 -0.53 1.74
H -0.04 0.28 -0.28
H -0.26 0.24 -0.38
H -0.13 -0.10 0.28
H 0.11 -0.15 -0.28
H -0.32 -0.12 0.34
H 0.34 -0.29 -0.32
H -0.15 0.06 0.16
H 0.20 0.10 -0.36
H -0.10 0.27 -0.39
H -0.09 0.02 0.08
H -0.29 -0.26 0.07
H 0.73 -0.18 0.16
H 0.07 -0.18 -0.25
H -0.70 0.38 -0.61
H 0.13 0.05 0.04
H -0.12 0.11 0.16
H 0.39 0.11 0.13
H -0.17 0.04 0.00

Calculated values
2S+1 = 1
largest force on an atom = 5.57 eV Å⁻¹
orbital gap = 3.494 eV
DFT total energy = -80119.94253 eV
HOMO energy = -5.02 eV
ΔE to the lowest compared entry with this formula, charge and spin = 5.142 eV

Atom charges from the Löwdin analysis, given in e for atoms 1 to 2: atom 1 (C): -0.116, atom 2 (C): -0.587



The following is a quantum chemistry calculation of C39H43BeP3S2 as an isolated structure, from OMol25.

Positions of all 88 atoms, in Å:
Be  -0.396  -0.533  -0.089
S  -2.050  -0.092  1.152
P  -2.903  -0.765  -0.553
C  -1.540  -0.934  -1.676
P  -0.376  0.298  -2.454
S  0.370  1.278  -0.755
C  -1.822  -1.847  -2.840
C  -0.977  -2.912  -3.164
C  -1.253  -3.746  -4.236
C  -2.382  -3.530  -5.020
C  -3.207  -2.452  -4.737
C  -2.919  -1.610  -3.667
C  -1.335  1.543  -3.416
C  -2.370  2.321  -2.907
C  -3.056  3.217  -3.711
C  -2.697  3.363  -5.047
C  -1.654  2.611  -5.566
C  -0.981  1.701  -4.753
C  -3.651  -2.409  -0.181
C  -4.239  -2.503  1.083
C  -4.851  -3.670  1.506
C  -4.880  -4.780  0.670
C  -4.306  -4.701  -0.588
C  -3.702  -3.522  -1.019
C  -4.403  0.228  -0.854
C  -5.499  -0.311  -1.526
C  -6.629  0.462  -1.755
C  -6.675  1.774  -1.305
C  -5.593  2.312  -0.620
C  -4.463  1.542  -0.394
H  -0.105  -3.092  -2.552
H  -0.589  -4.573  -4.457
H  -2.604  -4.185  -5.852
H  -4.075  -2.255  -5.353
H  -3.556  -0.752  -3.477
H  -2.629  2.234  -1.864
H  -3.865  3.805  -3.296
H  -3.228  4.064  -5.678
H  -1.367  2.724  -6.604
H  -0.180  1.096  -5.164
H  -4.204  -1.652  1.754
H  -5.299  -3.713  2.490
H  -5.349  -5.698  1.000
H  -4.323  -5.556  -1.251
H  -3.280  -3.498  -2.010
H  -5.473  -1.338  -1.870
H  -7.476  0.036  -2.278
H  -7.559  2.375  -1.479
H  -5.630  3.331  -0.256
H  -3.624  1.952  0.156
C  1.456  -4.517  1.927
C  0.435  -3.500  1.415
C  -0.640  -3.269  2.485
C  -0.233  -4.085  0.166
P  1.144  -1.854  0.863
C  2.488  -2.299  -0.281
C  2.285  -2.056  -1.637
C  3.250  -2.402  -2.576
C  4.438  -2.985  -2.165
C  4.662  -3.215  -0.812
C  3.695  -2.875  0.121
C  1.942  -0.910  2.273
C  0.862  -0.039  2.931
C  2.610  -1.754  3.359
C  2.985  0.037  1.658
H  0.930  -5.458  2.120
H  1.928  -4.211  2.859
H  2.233  -4.727  1.192
H  -1.186  -4.205  2.637
H  -1.365  -2.510  2.190
H  -0.208  -2.981  3.445
H  -0.692  -5.042  0.433
H  0.494  -4.274  -0.627
H  -1.011  -3.432  -0.229
H  1.381  -1.564  -1.979
H  3.069  -2.197  -3.623
H  5.195  -3.250  -2.892
H  5.591  -3.661  -0.481
H  3.892  -3.066  1.168
H  0.058  -0.628  3.375
H  0.426  0.667  2.223
H  1.334  0.546  3.727
H  1.891  -2.362  3.908
H  3.073  -1.069  4.077
H  3.396  -2.408  2.982
H  2.576  0.612  0.824
H  3.868  -0.493  1.300
H  3.301  0.740  2.434

Atomic forces in eV per Å
Be 0.08 -0.07 -0.13
S -0.14 -0.02 -0.12
P 0.06 -0.20 0.23
C -0.04 0.30 -0.06
P 0.02 0.21 -0.01
S -0.01 -0.16 -0.13
C 0.12 -0.23 0.08
C -0.07 -0.02 0.02
C -0.05 0.03 0.00
C 0.04 0.02 0.04
C 0.00 0.04 0.03
C -0.05 0.02 -0.08
C -0.08 0.04 0.03
C -0.01 0.08 0.02
C 0.05 -0.04 -0.02
C 0.01 -0.02 0.04
C 0.01 -0.06 0.06
C -0.08 -0.05 -0.07
C 0.03 -0.03 0.02
C 0.00 0.05 0.03
C 0.00 -0.03 -0.05
C 0.01 0.02 0.01
C 0.01 0.08 0.01
C -0.02 -0.01 0.02
C -0.02 0.12 -0.10
C 0.00 0.04 -0.08
C 0.08 -0.03 0.02
C 0.02 0.01 0.01
C -0.02 -0.04 -0.02
C -0.07 -0.03 0.04
H 0.02 -0.02 0.02
H 0.00 0.01 0.01
H 0.00 0.01 0.01
H 0.01 0.00 0.00
H 0.04 -0.02 0.00
H 0.03 0.01 0.09
H 0.00 -0.01 0.00
H 0.01 -0.01 0.00
H 0.01 -0.01 0.01
H 0.01 0.02 0.00
H 0.01 -0.01 -0.02
H 0.01 -0.01 -0.01
H 0.00 0.00 -0.01
H 0.00 0.01 0.01
H 0.03 0.00 -0.01
H 0.00 0.00 0.01
H 0.01 0.00 0.00
H 0.01 -0.01 0.00
H 0.00 -0.01 0.00
H -0.01 0.01 0.00
C 0.01 -0.07 0.02
C 0.02 0.04 0.08
C -0.01 -0.05 0.02
C 0.00 -0.05 -0.04
P -0.15 0.02 0.06
C -0.05 -0.01 -0.08
C 0.06 0.05 -0.04
C 0.00 0.01 0.05
C 0.00 0.00 0.04
C -0.04 0.02 -0.05
C 0.05 -0.09 0.02
C 0.03 0.10 -0.04
C 0.01 -0.02 0.05
C 0.03 0.01 0.08
C 0.04 0.01 -0.02
H 0.00 0.03 0.01
H -0.01 -0.01 -0.04
H -0.03 0.00 -0.02
H 0.04 0.01 0.01
H 0.03 0.00 -0.04
H 0.02 0.02 -0.01
H -0.02 0.03 -0.03
H 0.01 0.00 0.02
H 0.00 0.02 0.01
H 0.04 -0.02 0.04
H 0.00 -0.01 0.01
H -0.01 0.00 0.01
H 0.00 0.00 -0.01
H -0.02 0.01 -0.07
H 0.00 0.00 -0.03
H 0.01 -0.01 -0.03
H -0.03 -0.03 0.01
H -0.01 0.01 0.01
H -0.01 -0.03 -0.02
H -0.04 0.06 0.01
H -0.02 -0.03 0.02
H -0.03 -0.01 0.03
H 0.01 -0.01 -0.03

Calculated values
2S+1 = 1
largest force on an atom = 0.31 eV Å⁻¹
orbital gap = 7.542 eV
DFT total energy = -91083.36572 eV
HOMO energy = -6.91 eV

Atom charges from the Löwdin analysis, given in e for atoms 1 to 2: atom 1 (Be): -0.423, atom 2 (S): 0.483